Molecular formula: C45H43BrN6NiP2S
Method: DFT, ωB97M-V/def2-TZVPD

XYZ file:
```
99
Properties=species:S:1:pos:R:3:forces:R:3
Ni 0.63025 1.28058 -0.07973 0.072 0.260 -0.738
N 1.77600 2.73162 1.05329 1.534 -1.192 -0.132
N 1.83955 2.73875 2.46905 0.241 0.003 -0.748
C 1.32765 3.83250 3.07810 -0.450 1.492 0.994
N 1.34220 3.76361 4.42296 -0.094 -0.316 -0.575
S 0.75898 5.23022 2.27197 0.516 -1.254 0.313
H 2.77456 2.59993 0.72186 -1.452 0.456 0.362
H 1.48491 3.69586 0.87807 -0.144 0.513 -0.612
H 1.60402 1.86210 2.88206 -0.080 -0.569 0.299
H 1.56515 2.92766 4.95143 0.039 0.186 -0.275
H 0.89200 4.51268 4.89974 -0.179 0.355 0.357
Br 7.48679 -1.83076 -0.53143 -0.325 -0.159 -0.002
C 5.83719 -0.97284 -0.85080 0.174 -0.178 0.006
C 5.87638 0.33819 -1.26674 -0.403 0.513 -0.389
C 4.72816 1.05663 -1.47828 -0.885 -0.067 0.324
C 3.49782 0.44082 -1.26762 -0.451 1.455 -0.796
C 3.43427 -0.83493 -0.86059 1.148 -1.926 0.756
C 4.60896 -1.56574 -0.65624 -0.467 -0.543 0.439
N 2.28053 1.15737 -1.43335 -0.770 1.291 -0.800
C 2.09398 1.89551 -2.48682 0.383 -0.688 1.743
C 1.05734 2.93569 -2.48857 -0.156 -0.635 0.862
C 1.05153 3.92192 -3.45133 0.076 -0.197 0.273
C 0.17791 4.98738 -3.30718 0.031 0.675 -0.666
C -0.63639 5.02469 -2.18805 0.010 -0.401 -0.313
C -0.60758 3.97932 -1.29502 0.493 -1.552 1.126
N 0.24745 2.92844 -1.40665 -0.538 0.934 -0.476
H 6.77956 0.82825 -1.47728 1.284 0.413 0.022
H 4.70847 2.11044 -1.67795 0.422 0.334 -0.357
H 2.50273 -1.30687 -0.67864 -0.733 -0.316 0.230
H 4.52751 -2.58700 -0.29168 0.128 0.133 -0.147
H 2.77941 1.84696 -3.30635 0.460 -0.005 -0.551
H 1.79885 3.82727 -4.21674 -0.075 0.256 -0.515
H 0.14077 5.78856 -4.06851 0.061 -0.521 0.620
H -1.32918 5.80736 -1.99647 -0.349 0.635 -0.058
H -1.26260 3.93097 -0.41195 0.306 0.262 -0.508
C -0.89608 -1.91096 -0.70692 0.501 -0.431 0.320
N -1.82030 -1.94648 0.39339 0.592 1.279 0.306
C -1.76275 -0.90204 1.39909 0.103 -0.445 0.231
P -0.09563 -0.14014 1.81452 -1.226 0.018 -0.270
C -0.76605 0.80205 3.23887 0.308 0.072 0.549
C -1.49270 1.97241 2.94862 0.503 -0.942 -0.411
C -1.99299 2.74264 3.98516 1.434 -1.133 -0.008
C -1.70581 2.39080 5.30522 -0.684 0.170 0.466
C -1.02015 1.22982 5.62135 0.252 -0.227 -1.749
C -0.54760 0.41322 4.56888 0.330 0.783 -0.039
C 0.80494 -1.57592 2.35866 1.449 -0.654 1.245
C 2.21652 -1.52606 2.53743 0.202 -1.539 0.089
C 2.96162 -2.66143 2.98507 -2.060 -0.220 0.168
C 2.21281 -3.81540 3.36522 0.577 1.776 -1.205
C 0.82809 -3.82897 3.23169 1.005 -0.248 0.127
C 0.13308 -2.74905 2.75338 -0.325 0.657 -0.468
C -2.49252 -3.11726 0.75254 0.099 -0.305 -0.606
C -3.61060 -3.05404 1.56094 -1.657 0.482 0.820
C -4.40312 -4.17344 1.82596 -0.095 0.247 -0.657
C -4.05855 -5.38471 1.24408 0.315 -0.683 -0.257
C -2.92758 -5.47076 0.45004 1.099 0.817 -0.763
C -2.11692 -4.33248 0.21040 -2.226 -1.047 1.309
P -0.68619 -0.31875 -1.56349 -0.561 1.476 -0.322
C 0.12180 -0.72848 -3.15438 0.031 0.118 -0.951
C 1.24798 -1.57291 -3.26514 -0.685 -0.185 2.520
C 1.85232 -1.83351 -4.44954 1.419 0.043 -1.600
C 1.44715 -1.20371 -5.63123 -1.687 0.669 1.349
C 0.30324 -0.36691 -5.57094 1.051 -0.744 0.719
C -0.35118 -0.12849 -4.35044 -0.453 -0.377 -0.221
C -2.39862 0.16689 -2.09071 -0.295 -0.829 0.175
C -2.72928 1.44764 -2.54794 -0.248 -0.931 -0.135
C -4.01805 1.74282 -3.00910 1.537 -0.482 1.109
C -4.96675 0.75745 -2.92746 -0.851 -0.419 -1.121
C -4.65972 -0.56395 -2.60527 -0.473 -0.770 1.110
C -3.38142 -0.85373 -2.12526 0.062 0.847 -0.299
H -1.20329 -2.56588 -1.49934 -0.311 -0.681 -0.244
H 0.12963 -2.23191 -0.43283 -0.128 -0.009 0.003
H -2.06736 -1.37316 2.36173 0.039 0.692 -0.594
H -2.44530 -0.07182 1.20086 -0.057 0.106 -0.014
H -1.58127 2.20529 1.87058 -0.276 0.387 0.736
H -2.38586 3.67375 3.74555 -1.084 1.446 -0.180
H -2.05602 3.03102 6.12468 0.172 -0.194 -0.427
H -0.77923 1.00185 6.62838 0.061 -0.278 0.753
H 0.12679 -0.41853 4.75568 -0.342 -0.116 0.178
H 2.77462 -0.64848 2.27658 0.130 0.477 -0.221
H 4.05099 -2.70689 3.04048 -0.383 0.397 -0.024
H 2.72883 -4.71102 3.62426 0.274 -0.437 0.401
H 0.34157 -4.74771 3.46013 -0.599 -0.416 0.202
H -0.94289 -2.83994 2.63571 0.298 -0.065 0.129
H -4.02656 -2.09693 1.91574 0.498 -0.412 -0.240
H -5.38516 -4.03824 2.29429 0.641 -0.135 0.170
H -4.62768 -6.30018 1.33494 -0.343 0.238 0.268
H -2.65209 -6.38138 -0.09904 -0.248 0.246 0.582
H -1.25675 -4.40531 -0.35755 1.534 -0.282 -1.173
H 1.66254 -2.08862 -2.35950 -0.589 0.573 -0.965
H 2.75170 -2.46432 -4.46426 -0.546 0.132 -0.014
H 1.94445 -1.38530 -6.55003 0.346 -0.113 -0.662
H -0.07485 0.07728 -6.47065 -0.157 0.160 -0.265
H -1.32392 0.41535 -4.41140 1.088 -0.324 0.362
H -1.94401 2.15081 -2.64264 0.529 0.829 0.039
H -4.22121 2.73311 -3.35065 -0.336 0.397 -0.223
H -5.94781 1.02313 -3.28664 -0.339 -0.216 0.123
H -5.44861 -1.37927 -2.57163 1.057 1.267 -0.254
H -3.14540 -1.84599 -1.78071 -0.093 -0.163 -0.044
```
Forces are in eV/Å.

Output
Multiplicity   3
Kohn-Sham gap (alpha / beta)   6.21 / 6.23 eV
LUMO (alpha / beta)   -6.1937 / -6.1875 eV
DFT total energy   -196788.9238 eV
Total charge   +2

Löwdin population analysis, charges in e, atoms 1 to 4: 0.439, -0.021, -0.048, -0.867

=====

Molecular formula: C45H43N2OP3PbS2
Method: DFT, ωB97M-V/def2-TZVPD

XYZ file:
```
97
Properties=species:S:1:pos:R:3:forces:R:3
Pb 1.32547 0.93883 -0.17602 0.219 -0.487 -0.230
O -0.45778 -1.20509 -0.80404 -0.030 0.028 0.011
S -2.01580 -0.68444 1.21059 -0.171 0.025 -0.082
C -2.78093 -2.23690 0.82703 -0.098 -0.047 -0.074
C -3.58440 -2.83238 1.79817 0.087 0.068 -0.003
C -4.23462 -4.01850 1.49650 -0.020 -0.052 0.014
C -4.08474 -4.59796 0.24385 -0.061 -0.020 0.060
C -3.24812 -4.02006 -0.70024 0.112 0.044 0.042
C -2.57341 -2.83372 -0.42196 -0.120 0.087 0.094
P -1.39317 -2.13290 -1.59797 0.346 0.006 0.133
C -2.24092 -1.26786 -2.90082 -0.038 0.066 -0.028
C -3.43168 -1.75467 -3.44415 0.002 0.054 0.038
C -3.98318 -1.14001 -4.55663 -0.007 0.007 -0.001
C -3.34863 -0.04594 -5.13214 -0.005 -0.007 -0.009
C -2.17212 0.45092 -4.58648 0.000 0.012 0.006
C -1.61433 -0.16025 -3.47424 -0.042 0.018 0.013
C -0.57432 -3.55531 -2.28441 0.146 0.042 -0.051
C -0.37367 -3.66988 -3.66103 0.018 -0.019 0.045
C 0.31656 -4.76411 -4.16630 -0.014 0.025 -0.006
C 0.80013 -5.73753 -3.30501 0.000 0.000 0.013
C 0.59638 -5.63083 -1.93061 0.001 0.012 0.000
C -0.08746 -4.54396 -1.41771 0.009 0.007 -0.061
C -3.30631 0.44890 1.28111 0.145 -0.001 -0.021
C -4.67159 0.11976 1.20618 -0.078 0.048 0.005
C -5.62076 1.07499 1.51862 -0.014 -0.145 -0.053
C -5.23396 2.35713 1.88856 -0.094 0.070 0.025
C -3.88572 2.72085 1.88375 0.181 -0.041 -0.063
C -2.92294 1.79099 1.53787 0.113 -0.123 0.024
P -1.21252 2.39865 1.33534 -0.575 0.708 0.384
C -1.25682 3.66193 0.09790 0.085 -0.097 -0.036
C -2.32898 3.76185 -0.80919 0.042 -0.011 -0.033
C -2.35449 4.79664 -1.72189 0.016 0.002 -0.024
C -1.30833 5.71714 -1.76652 0.003 -0.016 -0.001
C -0.21807 5.59678 -0.90419 -0.011 -0.026 -0.017
C -0.17606 4.56550 0.01079 -0.025 -0.001 0.033
C -0.70361 3.02163 2.91951 0.134 -0.110 -0.042
C -0.43930 2.06544 3.91863 -0.033 0.023 -0.031
C -0.15268 2.47726 5.20221 0.026 0.025 0.013
C -0.11840 3.84035 5.49841 0.001 -0.005 -0.023
C -0.37644 4.79066 4.51303 0.006 -0.006 0.007
C -0.65178 4.39453 3.21810 0.049 -0.025 -0.008
H -3.68933 -2.38765 2.77970 -0.031 0.025 -0.003
H -4.85317 -4.49191 2.24712 -0.011 -0.004 -0.008
H -4.60517 -5.51687 0.00946 0.010 -0.011 0.002
H -3.09316 -4.51557 -1.65079 0.002 0.007 -0.004
H -3.93492 -2.60709 -3.00616 0.014 -0.036 -0.008
H -4.90375 -1.51772 -4.98013 0.003 -0.006 -0.009
H -3.76910 0.41634 -6.01524 -0.021 0.013 0.015
H -1.68716 1.30537 -5.03928 0.018 -0.013 -0.011
H -0.68594 0.21197 -3.05641 0.002 -0.012 -0.015
H -0.76856 -2.92296 -4.33792 0.018 0.012 -0.009
H 0.46308 -4.86061 -5.23345 0.000 -0.010 0.001
H 1.32536 -6.59514 -3.70419 -0.002 -0.001 0.001
H 0.95547 -6.40716 -1.26820 0.000 -0.005 -0.007
H -0.27616 -4.48226 -0.35128 0.040 0.017 0.008
H -4.97918 -0.87589 0.92754 0.007 -0.084 0.028
H -6.67102 0.81770 1.48345 0.004 -0.006 -0.008
H -5.98266 3.09617 2.14307 -0.001 -0.002 0.021
H -3.60813 3.74224 2.11373 0.001 0.003 -0.002
H -3.14411 3.05148 -0.78759 -0.013 0.000 0.031
H -3.19289 4.89758 -2.39763 0.008 0.001 -0.010
H -1.33802 6.52728 -2.48358 -0.008 0.011 0.011
H 0.58851 6.31600 -0.94747 -0.002 0.002 -0.010
H 0.67028 4.47732 0.68176 -0.002 -0.009 0.010
H -0.47211 1.00612 3.68555 -0.016 0.000 0.014
H 0.03997 1.74978 5.97879 -0.003 0.000 0.001
H 0.10661 4.16366 6.50645 -0.024 0.000 0.006
H -0.37562 5.84343 4.76170 0.019 -0.001 0.005
H -0.86329 5.13880 2.46303 -0.025 -0.008 -0.007
N 4.98367 3.08646 0.29488 0.001 0.107 0.007
C 4.41152 2.59802 1.38349 -0.045 -0.137 0.062
N 5.14417 2.21776 2.40871 0.049 0.024 0.040
S 2.67125 2.52764 1.52749 0.000 0.181 0.093
H 5.97972 3.25966 0.25594 0.002 -0.038 -0.015
H 4.41836 3.53287 -0.40790 -0.014 -0.006 0.013
H 6.14398 2.36921 2.44378 -0.004 -0.041 -0.022
H 4.70098 1.86274 3.24138 -0.005 -0.007 -0.035
C 3.14865 -1.97360 -1.44443 -0.102 -0.013 -0.024
P 3.13630 -1.14127 0.16685 -0.053 -0.190 -0.236
C 2.39463 -2.32101 1.32705 -0.089 0.125 0.012
C 4.88511 -0.97487 0.55271 -0.031 0.027 0.009
C 5.67624 -0.19440 -0.29542 -0.016 -0.030 0.001
C 7.05638 -0.27166 -0.22268 -0.006 0.065 0.047
C 7.65503 -1.12217 0.70231 0.013 0.032 -0.008
C 6.87417 -1.88025 1.56164 -0.037 0.032 0.070
C 5.48852 -1.80423 1.49852 0.017 0.071 0.042
H 3.65213 -2.93364 -1.32197 0.008 -0.033 -0.050
H 3.71751 -1.37670 -2.15751 -0.013 -0.010 -0.018
H 2.13756 -2.13429 -1.82242 -0.028 -0.024 0.042
H 2.80050 -3.31619 1.14174 0.037 -0.002 0.041
H 1.31520 -2.34853 1.16661 0.022 -0.029 -0.057
H 2.59474 -2.02694 2.35684 -0.009 -0.013 0.010
H 5.21549 0.45469 -1.03235 0.004 -0.039 -0.078
H 7.66960 0.30931 -0.89926 0.001 0.001 0.002
H 8.73352 -1.19345 0.74815 0.002 -0.022 -0.013
H 7.34024 -2.54705 2.27439 0.007 0.028 0.023
H 4.89849 -2.39693 2.18482 0.000 -0.078 -0.065
```
Forces are in eV/Å.

Output
Multiplicity   1
Kohn-Sham gap (alpha / beta)   4.35 / 4.85 eV
LUMO (alpha / beta)   -13.4540 / -12.9520 eV
DFT total energy   -107140.0415 eV
ΔE to the lowest compared entry with this formula, charge and spin   0.0 kcal/mol
Total charge   +4

Löwdin population analysis, charges in e, atoms 1 to 4: 1.033, -0.579, 1.173, -0.458